No. 1
Below is 13 unconnected molecules or ions with the total composition C30H88B5F20N8O8, with properties calculated with ωB97M-V with the def2-TZVPD basis set.

Structure (XYZ):
```
159
Properties=species:S:1:pos:R:3:forces:R:3
C 1.8840 5.8918 -4.5024 0.53 0.82 0.66
C 1.0150 5.1976 -3.4997 1.15 -0.03 -1.94
O -0.0623 4.8239 -3.7107 -1.72 -0.58 0.48
N 1.6312 4.9180 -2.1370 0.08 1.06 1.66
H 2.5110 4.4044 -2.1835 -0.01 -0.02 -0.34
H 1.8508 5.8224 -1.7046 0.26 0.04 -0.30
C 0.6934 4.2414 -1.1952 -1.03 -1.57 -1.19
H 1.2698 6.3145 -5.2907 -0.25 -0.04 0.12
H 2.6276 5.2681 -4.9993 -0.03 -0.32 0.35
H 2.4013 6.7066 -3.9813 0.15 -0.01 -0.31
H -0.2556 4.7621 -1.1299 0.29 0.51 0.25
H 1.1254 3.9840 -0.2391 0.23 0.38 0.03
H 0.4291 3.3329 -1.7360 -0.02 -0.24 0.37
C -1.2921 -0.0484 -0.0814 0.77 -0.38 1.48
C -0.1006 0.3415 -0.8679 -0.26 0.15 0.04
O 0.6748 1.2085 -0.5972 0.56 -0.08 -0.05
N 0.1198 -0.4682 -2.1118 -0.86 0.04 1.91
H -0.4511 -1.3194 -1.9625 0.07 -0.03 -0.63
H -0.3853 0.1539 -2.7945 0.43 -0.26 -0.90
C 1.5383 -0.8201 -2.3728 -0.57 1.03 -1.76
H -1.2904 0.5148 0.8540 -0.27 0.62 -0.43
H -1.0788 -1.0495 0.3186 -0.42 -0.32 -0.69
H -2.2343 0.0293 -0.6109 0.14 -0.19 -0.12
H 2.0450 0.0945 -2.6750 0.09 0.06 0.27
H 1.4668 -1.4152 -3.2840 0.46 -0.42 0.32
H 1.9954 -1.2769 -1.5078 -0.17 -0.34 0.04
C -9.3430 -0.0148 -3.1540 0.34 0.15 -0.38
C -7.9850 0.4653 -2.6769 -1.14 1.12 0.24
C -6.8926 -0.5336 -2.5870 0.79 -0.45 1.05
O -5.8746 0.0688 -1.8331 -0.08 0.26 0.11
C -4.7858 -0.8109 -1.5972 -0.14 -0.78 0.04
N -7.5027 1.6812 -3.4937 0.04 -0.40 -0.15
H -6.6627 1.4305 -4.0249 -0.11 0.07 -0.21
H -8.2668 1.9690 -4.1053 0.28 0.13 -0.26
H -7.2321 2.4795 -2.9191 -0.01 -0.14 0.18
H -10.0387 0.8256 -3.1787 -0.04 -0.02 -0.16
H -9.7285 -0.6917 -2.3958 0.00 -0.24 -0.17
H -9.2878 -0.4938 -4.1298 -0.21 -0.14 0.00
H -8.2273 0.9228 -1.7186 0.69 -0.30 0.36
H -6.4703 -0.8861 -3.5373 -0.42 0.05 -0.26
H -7.2709 -1.3979 -2.0243 -0.14 -0.12 -0.28
H -4.1612 -0.3511 -0.8427 0.15 0.19 -0.23
H -4.2748 -1.0294 -2.5328 0.22 0.15 0.25
H -5.1106 -1.7725 -1.1713 -0.36 0.20 0.05
C -3.7048 -4.8946 -0.1857 -0.75 0.04 0.06
C -3.3994 -5.0383 1.2980 0.13 -1.60 -1.04
C -2.0137 -4.5566 1.6172 0.36 0.33 1.71
O -1.8556 -4.6137 3.0449 -0.92 0.48 0.13
C -0.7104 -3.9226 3.5163 -0.50 -0.59 -1.80
N -4.4350 -4.3039 2.0600 -0.49 1.59 0.74
H -4.2159 -3.2975 1.9856 0.13 0.07 -0.13
H -5.3877 -4.3680 1.6978 0.18 -0.43 -0.31
H -4.5094 -4.4399 3.0717 0.54 -0.46 -0.08
H -3.0830 -5.5583 -0.7788 0.29 0.27 -0.02
H -3.6193 -3.8577 -0.5098 0.35 -0.05 -0.12
H -4.7386 -5.1971 -0.3846 0.01 -0.08 0.09
H -3.4714 -6.0974 1.5490 -0.17 0.07 0.28
H -1.9354 -3.5086 1.3154 0.45 -0.25 -0.39
H -1.2324 -5.2256 1.2532 -0.26 0.25 -0.98
H -0.8766 -3.8398 4.5824 0.72 0.06 0.14
H -0.5993 -2.9633 2.9872 -0.36 0.27 0.50
H 0.1373 -4.5021 3.1173 0.39 -0.03 1.01
C -4.9800 1.9114 5.4980 -0.75 0.49 0.24
C -3.8092 2.7942 5.1566 1.23 -0.82 -0.70
C -2.4581 2.2653 5.6622 -0.17 0.75 0.12
O -2.2210 0.9759 5.1960 -0.41 -1.02 0.38
C -1.2086 0.7489 4.2607 0.77 0.40 -0.14
N -3.6728 2.8154 3.6465 0.01 0.74 0.00
H -2.8007 3.2732 3.3596 -0.05 0.16 -0.01
H -3.6955 1.8844 3.1987 -0.26 -0.13 0.28
H -4.4135 3.4043 3.2671 0.00 -0.21 -0.28
H -4.8065 0.8563 5.2996 0.22 0.03 -0.07
H -5.8499 2.2369 4.9199 -0.01 -0.13 -0.01
H -5.2729 2.0444 6.5393 0.17 -0.09 0.06
H -3.8893 3.8354 5.4634 -0.31 -0.01 0.07
H -2.5101 2.2829 6.7544 0.11 -0.24 0.03
H -1.6606 2.9480 5.3496 -0.02 0.07 -0.03
H -1.4470 1.1335 3.2667 0.00 0.01 -0.05
H -1.0089 -0.3194 4.1869 -0.38 -0.08 0.07
H -0.2567 1.2078 4.5798 -0.13 0.14 -0.03
C 9.1828 -2.3656 -5.5419 -0.36 -0.82 -0.26
C 7.7109 -2.3672 -5.1950 -0.44 -0.07 1.10
C 6.8786 -1.3457 -5.9205 -0.08 0.59 -1.30
O 5.5106 -1.5320 -5.7554 -0.27 -0.77 0.01
C 4.8894 -0.9562 -4.6270 -0.26 0.05 0.70
N 7.0921 -3.7395 -5.4796 0.83 0.90 -1.34
H 6.0795 -3.6722 -5.3252 -0.01 -0.36 0.41
H 7.1959 -3.9533 -6.4802 -0.07 0.06 0.05
H 7.6604 -4.4312 -4.9955 -0.74 -0.33 0.38
H 9.6795 -3.2212 -5.0767 0.20 0.35 0.37
H 9.6285 -1.4195 -5.2543 0.20 -0.07 0.01
H 9.3247 -2.5529 -6.6100 -0.07 0.43 -0.08
H 7.5121 -2.2658 -4.1217 0.41 0.05 0.00
H 7.0930 -1.4996 -6.9881 -0.25 0.11 -0.04
H 7.1597 -0.3027 -5.7373 0.35 -0.19 0.42
H 3.9156 -1.4251 -4.4902 -0.03 -0.02 -0.47
H 4.7225 0.1195 -4.7324 0.18 -0.03 -0.21
H 5.4466 -1.1427 -3.6956 0.24 0.08 -0.10
C 1.6747 3.8165 6.6181 0.18 -0.07 0.23
C 2.2539 2.7173 5.7541 0.87 0.41 0.10
C 2.4498 3.1931 4.3359 -0.64 0.28 -0.40
O 2.7313 2.1232 3.4545 0.37 0.16 0.50
C 1.9697 2.2638 2.2679 0.18 -0.91 -1.26
N 3.6344 2.2810 6.2722 0.05 -1.05 -0.05
H 4.1437 1.7253 5.5766 -0.21 0.33 -0.34
H 4.2485 3.0484 6.5492 -0.20 0.07 0.22
H 3.4984 1.6033 7.0263 0.18 0.53 0.45
H 1.5831 3.5584 7.6737 -0.35 -0.34 -0.11
H 0.7090 4.0142 6.1544 -0.14 0.30 0.40
H 2.2729 4.7305 6.6382 0.02 0.00 -0.50
H 1.6766 1.7976 5.8211 -0.21 0.07 -0.27
H 3.2268 3.9696 4.2805 0.16 -0.16 0.15
H 1.5321 3.7122 4.0319 -0.07 -0.19 0.08
H 0.9402 1.9432 2.4091 -0.17 0.59 0.13
H 2.3495 1.5962 1.4867 0.29 -0.18 0.37
H 2.0866 3.2511 1.8193 -0.41 0.25 0.38
C 2.6001 -2.6722 2.1859 -0.97 0.49 0.17
C 3.8581 -2.4759 1.3963 0.30 -0.70 0.73
C 4.2902 -1.0293 1.2807 0.26 -0.57 -0.38
O 5.5956 -1.0605 0.7393 -0.15 0.18 0.13
C 6.1207 0.2357 0.4807 0.10 0.08 -0.51
N 4.9596 -3.2168 2.1507 1.33 -0.36 0.03
H 4.8569 -4.2263 2.0249 0.01 0.05 -0.11
H 5.8761 -2.9249 1.7849 -0.15 -0.09 -0.42
H 5.0841 -3.0849 3.1596 -0.80 0.36 -0.01
H 2.6031 -1.9149 2.9752 -0.30 -0.09 0.09
H 2.4539 -3.6437 2.6590 0.42 -0.15 -0.17
H 1.7069 -2.5498 1.5698 0.11 0.20 -0.13
H 3.8700 -2.9841 0.4334 -0.21 0.19 -0.13
H 4.2854 -0.5607 2.2726 -0.08 0.18 -0.06
H 3.5851 -0.5297 0.6109 -0.04 0.21 0.09
H 6.1778 0.8387 1.3887 0.06 -0.04 0.04
H 5.5240 0.7633 -0.2709 -0.21 -0.06 0.16
H 7.1025 0.1025 0.0321 0.09 -0.04 0.29
B -1.0263 4.3290 2.1311 -0.29 0.54 0.99
F -0.7282 4.2073 3.5427 0.29 -0.24 0.09
F -0.1631 5.2578 1.5698 0.19 -0.35 -0.28
F -0.9078 3.0392 1.5971 -0.13 0.26 -0.30
F -2.3545 4.8030 2.1040 0.09 -0.41 -0.37
B -4.1469 -1.0472 2.4471 -1.11 -0.15 -0.56
F -5.2650 -1.2278 1.5933 0.09 0.13 0.44
F -3.1236 -1.7993 1.8143 0.45 0.26 0.40
F -3.8277 0.3211 2.5386 0.31 -0.01 -0.17
F -4.4210 -1.5592 3.7103 0.22 -0.10 -0.07
B 1.3146 -1.5439 -6.5947 -0.21 -0.10 -0.12
F 0.4300 -2.5401 -6.1760 0.09 0.09 0.09
F 1.2833 -0.4558 -5.6748 0.12 0.18 0.55
F 2.6432 -2.0667 -6.5651 0.10 0.05 -0.02
F 0.9701 -1.0638 -7.8547 0.27 -0.13 0.06
B -2.4894 1.5174 -3.2747 -0.77 -0.33 0.18
F -3.0892 0.2709 -3.5140 0.42 0.16 -0.30
F -2.6300 1.7752 -1.8801 0.17 0.33 -0.23
F -1.0892 1.4187 -3.5419 0.31 0.04 0.10
F -3.0784 2.4884 -4.0551 0.11 0.17 0.18
B -0.3848 -3.6374 -1.5760 -0.04 -0.44 -0.78
F 0.5453 -3.3056 -0.5409 -0.05 0.46 0.51
F -0.7146 -4.9777 -1.4585 0.13 0.04 -0.02
F -1.5684 -2.8590 -1.4862 0.12 0.43 0.62
F 0.2068 -3.2705 -2.7893 0.08 -0.38 0.25
```
Forces are in eV/Å.

For the gap between HOMO and LUMO, the calculation gives 7.2 eV. As for the net charge: +3. The spin multiplicity is 1.

=====

No. 2
Below is a molecular structure, C51H51CoN6O6P2SSi, with properties calculated with ωB97M-V with the def2-TZVPD basis set.

Structure (XYZ):
```
119
Properties=species:S:1:pos:R:3:forces:R:3
Co 0.4681 1.4277 -0.3122 1.04 -1.57 -0.37
C 2.5425 3.1144 -3.0987 0.19 -1.41 0.83
Si 1.5112 3.1752 -1.5038 0.99 0.84 0.23
C 2.7226 3.8421 -0.2403 -2.04 -2.26 0.69
C 3.4823 4.9446 -0.3957 1.01 1.80 0.22
C 4.2832 5.3484 0.6952 0.80 0.68 -1.63
C 4.3323 4.6095 1.8447 0.49 0.16 1.80
C 3.5598 3.4677 1.9770 -0.59 -0.38 0.50
C 2.6925 3.0899 0.9571 1.10 0.36 -0.66
P 0.2412 -0.3845 1.0032 0.53 -0.29 0.35
C 0.3164 -0.7626 2.7647 -1.27 -0.39 1.95
C -0.4667 -1.8789 3.2379 0.66 0.08 -1.14
C -0.7806 -2.0710 4.5774 0.26 0.88 -0.07
C -0.3618 -1.1114 5.5129 0.44 -0.26 -0.88
C 0.4564 -0.0517 5.1013 0.27 0.23 -0.51
C 0.8109 0.1412 3.7625 -1.26 -1.31 -1.15
C 1.1276 -1.6394 -0.0596 0.20 -0.29 -1.82
C -0.0640 -2.2709 -0.8459 -0.71 1.11 1.39
C 0.6567 -2.8544 -2.0294 -0.97 0.53 -0.19
C 2.9372 -2.2324 -2.9163 0.73 -0.13 -0.55
C 3.8658 -2.1949 -1.9362 0.14 -1.10 -1.72
C 3.2233 -1.6939 -0.7356 -0.66 2.22 1.01
C 0.3329 4.6198 -1.6253 0.30 -1.50 -0.45
C 0.5668 5.7583 -2.3882 0.40 -0.66 -0.14
C -0.3421 6.7686 -2.3770 0.14 0.84 -0.34
C -1.4859 6.6591 -1.6208 -0.95 -0.01 0.32
C -1.7510 5.4882 -0.9163 -0.77 -0.15 0.31
C -0.8393 4.4291 -0.9210 0.00 1.31 -0.43
P -1.2014 2.8277 -0.1552 -1.22 1.90 0.46
C -2.8645 2.5529 -0.8921 -0.78 0.16 0.31
C -2.9988 2.9717 -2.2254 -0.33 -0.90 0.17
C -4.1799 2.7767 -2.9101 -0.41 0.40 -1.48
C -5.3125 2.3355 -2.2420 -0.41 -0.71 -0.92
C -5.2468 1.9915 -0.9240 1.27 0.51 1.63
C -4.0157 2.1049 -0.2159 -0.57 -0.36 -0.50
C -1.6691 3.3761 1.5307 0.38 -1.66 -0.16
C -1.5737 4.6790 1.9420 0.12 1.12 1.17
C -2.3412 5.0842 3.0548 0.10 0.28 -0.03
C -3.0529 4.1657 3.8111 0.82 -0.69 -0.78
C -2.9534 2.8081 3.4783 -0.29 0.00 0.38
C -2.2608 2.4001 2.3553 -0.04 -0.26 -0.47
H 3.5125 3.6073 -2.9405 -0.45 0.09 -0.13
H 2.0066 3.4847 -3.9419 -0.22 0.45 -0.78
H 2.7819 2.0567 -3.2843 0.08 0.15 -0.19
H 3.4031 5.5349 -1.3382 0.40 -0.43 0.87
H 5.0113 6.1644 0.5774 -0.67 -0.11 0.08
H 4.9685 4.9508 2.7128 -0.67 -0.51 -1.20
H 3.6103 2.8748 2.8819 0.07 -0.03 0.03
H -0.7788 -2.6606 2.5220 0.04 0.59 0.31
H -1.3914 -2.9210 4.8798 0.25 0.19 -0.08
H -0.6458 -1.2674 6.5349 0.03 0.26 0.41
H 0.8602 0.7180 5.7516 -0.30 -0.36 0.45
H 1.3954 0.9847 3.4406 0.13 0.17 0.20
H -0.5018 -3.0393 -0.2190 -0.38 -0.29 0.06
H 0.0285 -3.1820 -2.8713 0.22 -0.13 0.59
H 3.0983 -2.6613 -3.9366 -0.19 0.61 0.97
H 4.9546 -2.5117 -1.9849 -1.69 0.32 -0.04
H 3.8872 -1.0075 -0.1738 -0.52 -0.28 -0.03
H 1.4136 5.8013 -3.0572 0.28 0.07 0.11
H -0.1787 7.6636 -2.9682 -0.02 -0.07 0.02
H -2.1640 7.5079 -1.6995 -0.21 -0.43 0.45
H -2.6765 5.2782 -0.3663 0.12 0.73 -0.37
H -2.1520 3.3727 -2.7302 0.44 0.23 -0.36
H -4.2719 2.9714 -4.0196 0.31 -0.01 1.45
H -6.2336 2.1318 -2.7887 0.17 0.37 0.07
H -6.1333 1.7414 -0.3576 -0.03 -0.27 -0.11
H -4.0483 1.8184 0.8458 0.35 0.27 -0.66
H -0.8090 5.3549 1.5229 -1.01 -0.19 -0.16
H -2.4307 6.1365 3.3252 0.44 -0.20 -0.05
H -3.5666 4.4457 4.7078 -0.38 0.27 0.14
H -3.4823 2.0960 4.0999 0.19 -0.16 0.00
H -2.1840 1.3269 2.0525 -0.26 0.95 0.39
O 2.6613 0.7995 1.4240 -1.15 0.35 -0.50
C 2.0627 1.7173 0.8566 2.13 0.72 -0.04
C -1.5578 -7.4785 0.3861 0.47 -1.03 -0.56
C -0.1609 -7.7071 0.9569 0.61 0.57 -0.72
S 0.6417 -6.2132 1.7933 -0.86 -2.52 0.93
O 0.7628 -6.7140 3.1661 0.29 1.18 -1.04
O -0.1264 -5.0007 1.5477 0.80 -0.14 -0.30
C 2.3668 -6.1846 1.1312 1.39 0.88 1.22
C 2.9560 -5.0049 0.2365 0.26 -0.55 -0.13
N 2.1301 -3.9109 -0.2955 -0.28 -0.60 0.46
C 2.3814 -2.5876 0.2238 -0.54 1.61 0.48
N 1.9321 -0.9798 -1.1736 0.83 0.02 0.19
C 1.5683 -1.6781 -2.4476 2.49 -1.41 0.72
C 1.2971 -4.0358 -1.3361 0.56 -0.96 -1.21
N 0.9269 -5.2942 -1.7783 -1.10 -0.96 -1.00
O -0.1511 -5.3637 -2.4584 1.15 0.27 0.66
O 1.5942 -6.3441 -1.5300 -0.50 1.12 0.11
C 2.8430 -2.4547 1.6573 -1.02 -0.45 -0.19
H -2.0391 -8.4725 0.1955 0.28 0.84 0.54
H -1.5160 -7.0226 -0.5779 0.18 0.53 -0.73
H -2.1516 -6.8433 1.0086 -0.50 0.09 0.59
H 0.5841 -8.0281 0.2061 -0.59 0.22 0.07
H -0.2171 -8.4981 1.6922 0.33 0.28 0.62
H 2.5295 -7.1416 0.6078 -0.32 0.53 0.24
H 3.0154 -6.2180 2.0993 -1.35 0.05 -1.55
H 3.4295 -5.4814 -0.6330 -0.11 0.13 0.48
H 3.7265 -4.4588 0.7836 -0.12 -0.56 0.11
H 1.1402 -1.0100 -3.1731 -0.49 0.10 -0.22
H 2.1089 -2.9782 2.2551 0.05 -0.26 0.59
H 2.8227 -1.4072 1.9445 0.07 0.00 -0.14
H 3.8257 -2.8297 1.8180 0.80 -0.34 0.22
C -3.3264 -2.2854 -0.4588 0.30 -0.63 0.34
N -2.4609 -1.5484 -1.3530 0.08 -0.28 -0.20
C -2.9083 -1.2700 -2.5983 2.62 1.59 0.23
C -2.2524 -0.3101 -3.3257 -1.30 -0.95 -1.87
C -1.1521 0.3702 -2.7853 0.33 -0.29 0.92
N -0.7034 0.0803 -1.5677 0.52 1.04 -0.77
C -1.1498 -1.1045 -0.9037 -0.13 -0.69 0.08
O -1.2655 -0.8190 0.5040 -0.33 -0.33 0.15
N -0.5502 1.3184 -3.5292 -0.01 0.58 -1.15
H -3.8842 -2.9828 -1.0867 -0.32 0.13 0.30
H -3.9632 -1.5865 0.0920 -0.09 -0.32 -0.04
H -2.7435 -2.8926 0.2512 -0.19 0.32 -0.23
H -3.6525 -1.8877 -3.0247 -1.04 -0.29 -0.04
H -2.5020 -0.1138 -4.3870 -0.01 -0.29 0.89
H -0.8482 1.5670 -4.5031 0.27 -0.59 1.75
H 0.3245 1.7055 -3.2070 -0.06 -0.07 -0.06
```
Forces are in eV/Å.

For the gap between HOMO and LUMO (alpha / beta), the calculation gives 6.8 / 7.7 eV. As for the net charge: +1. The expectation value of S² is 3.843. The spin multiplicity is 4.

=====

So what do the calculations give for DFT total energy? Going down the list: -118575.0044; -149845.7067 eV.
So what do the calculations give for energy above the lowest of the compared OMol25 structures with the same formula, charge and spin? Going down the list: 0.0; 242.5 kJ/mol.
So what do the calculations give for strongest force on any atom? Going down the list: 2.25; 3.12 eV/A.